#w
The following is a quantum chemistry calculation of 2 unconnected molecules or ions with the total composition C4H6N2, from the OMol25 dataset.

Last column: Löwdin charge in e.
Element x y z (Å)
C 1.411 0.814 -0.198  -0.036
C 0.029 0.596 -0.093  -0.552
N -1.041 0.493 -1.006  0.110
C -0.866 -0.573 0.003  -0.225
C -0.304 -1.853 -0.379  -0.165
N 0.118 -2.888 -0.677  0.163
H 1.782 1.518 -0.932  0.060
H 0.354 1.530 0.694  0.138
H 2.089 0.214 0.395  0.064
H -0.699 1.505 0.909  0.170
H -0.664 0.233 -1.917  0.130
H -1.653 -0.609 0.750  0.142

Output
Gap between HOMO and LUMO in eV: 8.5
LUMO level in hartree: 0.0136
HOMO level in eV: -8.08

***

#x
The following is a quantum chemistry calculation of a single C4H6N2 molecule, from the OMol25 dataset.

Last column: Löwdin charge in e.
Element x y z (Å)
C -0.896 0.582 -0.582  -0.170
C -1.389 0.401 0.630  -0.010
C 0.182 -0.387 -1.061  -0.230
C 1.378 -0.329 1.134  -0.276
N 1.826 0.759 0.673  0.192
N 1.345 -0.489 -0.192  -0.092
H -1.152 -0.517 1.148  0.059
H -2.125 1.169 0.972  0.077
H -0.065 -1.448 -1.310  0.124
H 0.618 0.055 -2.000  0.113
H 1.355 -1.053 1.964  0.131
H -1.077 1.258 -1.376  0.082

Output
Gap between HOMO and LUMO in eV: 9.6
LUMO level in hartree: 0.0316
HOMO level in eV: -8.71
Structure (SMILES): C=CCN1C=N1

***

#y
The following is a quantum chemistry calculation of a single C4H6N2 molecule, from the OMol25 dataset.

Last column: Löwdin charge in e.
Element x y z (Å)
C 1.039 0.654 1.224  -0.066
C 0.239 -0.007 0.149  -0.293
C -0.984 0.438 -0.270  -0.108
N -1.435 -0.384 -1.232  -0.036
N -0.520 -1.404 -1.498  0.032
C 0.474 -1.153 -0.652  -0.137
H 2.091 0.755 0.947  0.074
H 0.643 1.662 1.394  0.074
H 0.980 0.116 2.176  0.075
H -1.534 1.302 0.078  0.123
H -2.341 -0.172 -1.659  0.153
H 1.348 -1.806 -0.656  0.109

Output
Gap between HOMO and LUMO in eV: 9.9
LUMO level in hartree: 0.0363
HOMO level in eV: -8.94
Structure (SMILES): Cc1cn[nH]c1

***

#z
The following is a quantum chemistry calculation of a single C4H6N2 molecule, from the OMol25 dataset.

Last column: Löwdin charge in e.
Element x y z (Å)
N -2.064 0.250 -0.162  0.061
C -0.655 0.131 -0.108  -0.386
C 0.288 1.114 -0.069  -0.080
N 1.500 0.484 0.165  -0.001
C 1.343 -0.863 0.173  -0.129
C 0.002 -1.129 -0.075  -0.089
H -2.348 0.711 0.698  0.081
H -2.462 -0.684 -0.094  0.075
H 0.226 2.158 -0.328  0.109
H 2.374 0.963 0.287  0.142
H 2.171 -1.502 0.464  0.107
H -0.375 -1.631 -0.951  0.109

Output
Gap between HOMO and LUMO in eV: 8.9
LUMO level in hartree: 0.0390
HOMO level in eV: -7.88
Structure (SMILES): Nc1cc[nH]c1

***

Last place for stability: #w

***

#w
The following is a quantum chemistry calculation of a single C4H6N2 molecule, from the OMol25 dataset.

Last column: Löwdin charge in e.
Element x y z (Å)
N -2.083 0.166 0.124  0.078
C -0.855 -0.142 -0.124  -0.408
C -0.060 1.105 0.034  -0.153
N 1.283 0.599 0.356  -0.002
C 1.297 -0.745 0.078  -0.121
C 0.073 -1.256 -0.251  -0.035
H -1.001 1.492 0.609  0.139
H -2.830 -0.446 -0.144  0.037
H -0.024 1.691 -0.892  0.123
H 2.131 1.146 0.356  0.128
H 2.229 -1.302 0.204  0.123
H -0.162 -2.308 -0.349  0.091

Output
Gap between HOMO and LUMO in eV: 9.0
LUMO level in hartree: 0.0339
HOMO level in eV: -8.07
Structure (SMILES): [H]/N=C1\C=CNC1

***

#x
The following is a quantum chemistry calculation of a single C4H6N2 molecule, from the OMol25 dataset.

Last column: Löwdin charge in e.
Element x y z (Å)
C -1.047 0.054 -0.065  -0.530
C 1.233 -0.581 0.006  -0.181
C 1.115 0.860 -0.119  -0.067
C -0.203 1.278 0.009  0.014
H -2.692 -0.795 -0.015  0.032
H -0.559 -1.799 0.194  0.124
H 1.898 -1.071 -0.679  0.112
H 1.580 -0.803 1.022  0.127
H 1.981 1.482 0.030  0.098
H -0.799 2.184 -0.191  0.113
N -2.321 0.156 -0.005  0.111
N -0.185 -0.965 -0.186  0.045

Output
Gap between HOMO and LUMO in eV: 9.7
LUMO level in hartree: 0.0307
HOMO level in eV: -8.84
Structure (SMILES): [H]/N=C1/C=CCN1

***

#y
The following is a quantum chemistry calculation of a single C4H6N2 molecule, from the OMol25 dataset.

Last column: Löwdin charge in e.
Element x y z (Å)
C 0.597 0.521 -1.756  -0.157
C -0.152 -1.145 -0.127  -0.083
C -0.332 -1.039 1.301  -0.025
C -0.326 0.398 1.415  -0.215
H 1.107 -0.302 -2.570  0.141
H 1.672 0.895 -1.568  0.106
H -0.025 1.074 -2.517  0.093
H -0.538 -2.122 -0.686  0.170
H -0.617 -1.738 1.827  -0.019
H -0.149 1.208 2.309  0.146
N 0.067 0.065 -0.617  -0.257
N -0.092 1.159 0.360  0.101

Output
Gap between HOMO and LUMO in eV: 10.0
LUMO level in hartree: 0.0366
HOMO level in eV: -8.96
Structure (SMILES): Cn1cccn1

***

#z
The following is a quantum chemistry calculation of a single C4H6N2 molecule, from the OMol25 dataset.

Last column: Löwdin charge in e.
Element x y z (Å)
C -1.787 -0.262 -0.076  -0.046
C -0.381 0.254 0.028  -0.477
C 0.672 -0.749 -0.040  -0.077
C 1.832 -0.109 0.020  -0.192
N 2.835 0.570 0.098  0.168
N -0.008 1.478 0.133  0.104
H -2.507 0.530 0.142  0.075
H -1.963 -0.642 -1.089  0.086
H -1.936 -1.092 0.623  0.081
H 0.589 -1.822 -0.121  0.106
H 3.461 -0.265 0.119  0.123
H -0.790 2.127 0.165  0.049

Output
Gap between HOMO and LUMO in eV: 8.7
LUMO level in hartree: 0.0194
HOMO level in eV: -8.14
Structure (SMILES): [H]/N=C(\C)C=C=N

***

Last place for stability: #y

***

#w
The following is a quantum chemistry calculation of a single C4H6N2 molecule, from the OMol25 dataset.

Last column: Löwdin charge in e.
Element x y z (Å)
N -0.370 -3.169 -0.390  0.134
C -0.703 -2.136 0.006  -0.202
C -0.917 -0.738 0.446  -0.173
N 0.307 -0.082 0.052  -0.156
C 0.975 1.113 0.469  -0.125
C 0.433 0.956 -0.919  -0.136
H -1.823 -0.333 -0.029  0.120
H -1.085 -0.722 1.529  0.123
H 2.038 0.963 0.651  0.102
H 0.506 1.859 1.110  0.104
H -0.438 1.569 -1.164  0.107
H 1.078 0.721 -1.762  0.102

Output
Gap between HOMO and LUMO in eV: 10.3
LUMO level in hartree: 0.0320
HOMO level in eV: -9.48
Structure (SMILES): N#CCN1CC1

***

#x
The following is a quantum chemistry calculation of a single C4H6N2 molecule, from the OMol25 dataset.

Last column: Löwdin charge in e.
Element x y z (Å)
N 0.299 -0.424 -1.455  0.037
C -0.785 -0.513 -0.444  -0.211
C 0.073 -0.577 0.839  -0.180
N -0.604 0.647 1.406  0.061
C -0.441 0.919 -0.094  -0.208
C 0.885 0.196 -0.242  -0.208
H 0.700 -1.290 -1.770  0.083
H -1.781 -0.923 -0.623  0.140
H 0.363 -1.442 1.445  0.127
H 0.068 1.166 1.985  0.083
H -0.630 1.563 -0.957  0.142
H 1.886 0.632 -0.187  0.135

Output
Gap between HOMO and LUMO in eV: 10.4
LUMO level in hartree: 0.0433
HOMO level in eV: -9.22

***

Last place for stability: #x